Entry from the Open Molecules 2025 dataset: a 2-piece molecular cluster, C31H28BF2INO8 overall in a non-equilibrium geometry (wB97M-V/def2-TZVPD).

Last column: Mulliken charge in e.
CARTESIAN COORDINATES (ANGSTROEM)
I  -3.955095  0.863500  -1.026173  0.1135
F  1.279491  9.826130  -4.354317  -0.3786
F  -0.811897  8.679620  -4.347882  -0.3812
O  1.341697  7.214029  -7.869475  -0.6184
O  2.172493  5.711846  -5.561887  -0.6145
O  1.231447  7.432807  -4.434184  -0.3229
O  -0.589211  0.996730  -2.109921  -0.4868
O  5.085433  -3.047535  2.473309  -0.2927
O  0.554325  8.657243  -6.315102  -0.4199
O  1.432523  -3.950657  -2.467246  -0.5231
O  1.761416  4.653114  -0.084705  -0.5912
N  2.487488  3.126379  -1.857741  0.1859
C  1.170178  7.532483  -6.703945  0.3638
C  1.585369  6.781662  -5.550485  0.8177
C  3.067846  0.302220  1.216982  -0.6421
C  5.574985  -3.247138  5.043909  -0.7883
C  -3.083464  -1.180046  -1.231264  -0.8798
C  -5.924507  -2.698942  0.697426  0.4706
C  1.615978  -1.977132  -0.692321  0.4292
C  -6.117739  -3.207176  4.063195  0.5124
C  -1.829822  -4.304793  -1.518254  -0.5750
C  -7.223957  -3.831543  2.998985  -0.3818
C  -4.923423  -2.283473  3.420949  -0.5671
C  -4.063121  -2.529025  -1.171516  0.5527
C  -7.138927  -3.593766  1.345588  -0.4882
C  -4.829434  -2.036485  1.769702  -0.1046
C  1.043800  2.255566  0.401175  -0.5579
C  1.784956  3.373953  -0.541077  0.3712
C  2.959344  -2.357689  0.181094  -0.8121
C  3.698747  -1.233627  1.173316  0.4661
C  -3.460265  -4.075625  -1.335087  -0.4527
C  6.136406  -3.317140  3.474864  -0.3120
C  2.034990  4.083509  -2.949251  -0.7598
C  3.967400  3.436719  -1.554876  -0.7594
C  1.015582  -0.421597  -0.560453  0.1389
C  -0.865045  -2.975868  -1.538058  0.3257
C  -6.122804  -3.440563  5.687272  -0.9523
C  0.800208  -3.064093  -1.667111  0.1464
C  -5.716848  -2.434913  -0.940963  -0.6645
C  1.708007  0.757185  0.357064  0.4525
C  -0.378897  -0.143438  -1.441256  -0.0363
C  -1.461565  -1.418148  -1.414881  0.5920
C  5.033891  -1.618247  2.103469  -0.4128
B  0.553873  8.666156  -4.848247  0.5392
H  1.622562  3.523094  -3.919348  0.2575
H  4.866119  -1.027599  3.127297  0.2287
H  4.832112  -2.338206  5.198839  0.2379
H  -4.179907  -5.024724  -1.315692  0.2585
H  -4.116534  -1.827269  4.155190  0.1891
H  -1.400817  -5.388931  -1.626716  0.3142
H  6.578982  -4.414839  3.318202  0.2586
H  2.957561  4.726005  -3.350672  0.2725
H  -8.091447  -4.480794  3.500124  0.2238
H  -5.671817  -4.494661  6.015952  0.2276
H  3.412576  -3.440441  0.113888  0.2818
H  4.210539  4.581189  -1.572380  0.3730
H  -3.916974  -1.363995  1.426810  0.1459
H  4.684365  2.878505  -2.328394  0.2720
H  3.532199  1.157721  1.903248  0.2486
H  -5.455093  -2.637856  6.263353  0.2749
H  -7.197059  -3.354707  6.176054  0.2789
H  7.066521  -2.594812  3.406014  0.2732
H  4.987316  -4.221547  5.359724  0.2404
H  6.033912  -1.212198  1.648556  0.2722
H  4.277839  3.036291  -0.474054  0.1837
H  1.164218  2.638222  1.525508  0.3477
H  6.482308  -3.078378  5.799759  0.2792
H  -7.946106  -4.093164  0.641564  0.2357
H  -6.094241  -1.350831  -1.243702  0.2563
H  1.177507  4.818334  -2.624792  0.2653
H  -0.111786  2.236272  0.154506  0.2523
H  -6.306709  -3.212876  -1.599461  0.3486

Forces on the atoms, in the same order (eV/Å):
0.931 -2.168 -0.216
-0.917 -1.345 -0.539
1.628 0.047 -0.546
-0.100 0.195 1.369
-0.605 1.137 -0.178
0.364 -0.687 -0.998
1.031 -7.162 4.368
1.409 1.377 0.183
0.559 -1.018 -0.331
-4.076 5.543 5.321
-0.211 -7.872 -2.243
0.318 0.880 1.939
-1.222 2.201 -3.979
1.400 -2.524 3.502
-1.749 -2.132 -1.751
-0.137 0.358 0.110
1.917 -4.466 -0.482
-0.246 -0.426 4.049
1.574 2.465 2.311
0.637 1.045 -4.022
-1.948 4.188 0.343
2.651 1.784 -0.621
-2.895 -1.909 -2.600
2.340 -1.177 -0.812
2.870 1.575 2.419
-2.379 -1.944 2.041
0.870 -0.404 0.755
0.057 6.702 1.483
-1.391 3.233 -0.036
-3.125 0.908 -2.240
3.058 3.316 -0.091
0.707 -0.566 1.424
-0.505 1.029 -1.940
1.376 -0.636 0.542
1.629 -0.824 0.963
-2.267 0.623 0.270
0.087 -0.050 0.424
2.080 -2.996 -2.400
1.093 0.456 1.077
1.099 -4.226 -0.959
-0.150 3.631 -1.995
-1.982 -2.335 0.245
-1.217 1.196 1.205
-1.107 2.021 1.641
0.987 0.896 2.344
0.355 -0.967 -2.220
1.574 -1.827 -0.467
1.682 2.473 0.016
-1.822 -0.967 -1.866
-0.780 2.497 0.220
-1.256 2.419 0.022
-2.199 -1.365 1.045
2.043 1.558 -1.521
-1.045 2.196 -1.028
-1.067 2.460 0.170
-0.661 -2.063 0.032
-2.250 -1.660 0.547
-1.803 1.226 1.544
-0.964 -2.217 -1.590
-1.403 -1.596 -1.631
2.122 -0.223 -1.305
-2.004 -1.162 -0.176
1.294 1.972 -0.806
-1.885 -1.033 0.506
-0.800 0.734 -2.312
-0.254 -0.672 -2.619
-1.927 -0.482 -1.746
1.867 1.166 1.699
0.882 -2.303 0.792
1.896 -1.419 -0.408
2.543 -0.093 0.258
1.418 1.407 1.492

## Properties
calculated total energy = -2376.17405 Ha
relative energy (zero: lowest compared OMol25 entry of this formula, charge and spin) = 3117.11 kJ/mol
net charge = -1
HOMO-LUMO gap = 6.55 eV
max |F| = 8.70 eV Å⁻¹
lowest unoccupied orbital energy = -0.295 eV

=====

Entry from the Open Molecules 2025 dataset: C6H8Si2 in the gas phase in a non-equilibrium geometry (wB97M-V/def2-TZVPD).

Last column: Mulliken charge in e.
CARTESIAN COORDINATES (ANGSTROEM)
Si  0.920474  -0.831797  1.295595  -0.0441
Si  -0.258329  -0.311750  -1.652708  0.4931
C  -1.543161  -0.805722  -0.348748  -0.9462
C  1.309400  -0.524656  -0.452334  -0.8487
C  0.316184  0.576580  2.353598  -0.5625
C  0.154271  1.332720  -2.272890  -0.7802
C  -2.257375  -1.035599  0.600557  0.4387
C  0.083900  1.584020  2.957531  0.1291
H  1.151487  1.424809  -2.612055  0.3344
H  -0.600237  1.899498  -2.796994  0.3366
H  0.348620  -1.930330  2.163570  -0.0503
H  -0.239714  -1.388658  -2.723288  -0.1235
H  -0.363127  2.171100  3.687864  0.3909
H  1.834399  0.369672  -0.605551  0.4193
H  2.030165  -1.314198  -0.925766  0.3681
H  -2.886957  -1.215688  1.331617  0.4455

Forces on the atoms, in the same order (eV/Å):
0.384 0.460 3.026
1.373 -2.186 2.278
-0.291 0.837 -0.851
-0.464 -2.883 -2.640
1.033 -1.311 -2.328
-2.105 -0.050 -0.612
2.865 0.888 -3.842
-0.483 -0.061 0.704
0.962 0.349 -0.174
0.144 0.589 0.005
0.147 -0.110 -1.244
-0.233 0.613 0.342
-0.234 1.185 0.612
0.814 1.467 0.370
-1.345 1.049 1.105
-2.567 -0.835 3.249

## Properties
⟨S²⟩ = 2.01
multiplicity = 3
calculated total energy = -812.12641 Ha
net charge = 0
HOMO-LUMO gap (alpha / beta) = 6.83 / 8.71 eV
max |F| = 4.87 eV Å⁻¹
lowest unoccupied orbital energy (alpha / beta) = 0.705 / -1.279 eV

=====

Entry from the Open Molecules 2025 dataset: a 2-piece molecular cluster, C3H8N2O2 overall in a non-equilibrium geometry (wB97M-V/def2-TZVPD).

Last column: Mulliken charge in e.
CARTESIAN COORDINATES (ANGSTROEM)
O  -4.581339  0.742727  0.304957  -0.3658
O  -2.567152  0.610348  -0.362477  -0.3150
N  -3.506564  0.161647  0.428123  0.0979
N  -0.404523  -0.859578  0.100422  -0.6423
C  0.717657  -0.336267  0.012633  0.8640
C  0.836262  1.136913  -0.497341  -1.1468
C  2.030536  -0.971490  0.342185  -1.1144
H  -1.708012  0.145421  -0.362868  0.6497
H  -0.220742  1.402371  -0.703977  0.2640
H  2.733556  -0.449622  -0.330858  0.2949
H  1.293043  1.819138  0.264068  0.2840
H  1.331972  1.226126  -1.447583  0.3363
H  -0.343996  -1.754717  0.553673  0.1794
H  2.331989  -0.717304  1.419201  0.2770
H  2.057313  -2.155712  0.279843  0.3372

Forces on the atoms, in the same order (eV/Å):
3.098 -1.106 -0.071
-1.142 2.649 -1.955
-2.553 -0.089 0.888
-1.293 -0.121 0.166
2.229 1.972 -0.515
-1.663 -0.799 0.849
0.765 -1.366 1.251
0.099 -1.591 1.316
0.744 0.511 0.304
0.212 -0.872 0.399
-0.395 -0.676 -0.661
0.612 -0.149 -0.247
-0.232 -0.726 -0.098
-0.389 -0.204 -1.464
-0.092 2.567 -0.160

## Properties
calculated total energy = -378.98074 Ha
relative energy (zero: lowest compared OMol25 entry of this formula, charge and spin) = 420.78 kJ/mol
net charge = 0
SMILES = CC(C)=N.O=NO
HOMO-LUMO gap = 10.09 eV
max |F| = 3.48 eV Å⁻¹
lowest unoccupied orbital energy = 0.616 eV